[1]
The following is a DFT calculation (the ωB97M-V functional and the def2-TZVPD basis) of a structure of composition C32H24KN3O6PS2 in a non-equilibrium geometry.

Computed properties:
Relative energy (zero: lowest compared OMol25 entry of this formula, charge and spin)   41.4 kcal per mole
2S+1   1
Gap between HOMO and LUMO   0.1947 hartree
LUMO energy   0.066 Eh
Total charge   -1
E_HOMO   -3.50 eV
Strongest force on any atom   2.69 eV/A
DFT total energy   -97613.91066 eV

```
69
C32H24KN3O6PS2 the ωB97M-V functional and the def2-TZVPD basis
K -0.38437 -1.83965 -0.01588
C -2.07638 -1.03867 3.10045
C -0.59837 -1.22588 3.29441
N 0.24418 -1.39387 2.32229
C 1.53809 -1.60861 2.75963
C 1.68278 -1.57568 4.10613
S 0.16460 -1.29193 4.84868
C 2.57852 -1.84913 1.73109
C 3.89338 -2.09620 1.93466
S 4.68527 -2.29017 0.43420
C 3.19527 -2.02486 -0.39651
N 2.19469 -1.80898 0.40163
C 3.08364 -2.08132 -1.89048
H -2.30472 -0.98397 2.02836
H -2.43011 -0.13299 3.59480
H -2.62595 -1.88691 3.51092
H 2.58002 -1.70768 4.69378
H 4.42887 -2.17317 2.86914
H 4.05152 -1.94546 -2.37263
H 2.39292 -1.30770 -2.22938
H 2.66687 -3.04292 -2.19786
O -0.50832 -2.40796 -2.67653
N -0.34799 -1.07839 -2.41315
C -0.86970 -0.33645 -3.29709
C -0.76196 1.14129 -3.25637
C -0.99070 1.79366 -4.47120
C -0.85815 3.16568 -4.59189
C -0.48908 3.91367 -3.48156
C -0.29005 3.27746 -2.26575
C -0.43154 1.89783 -2.11725
P -0.27337 1.10893 -0.43721
C 1.52041 1.40394 -0.13120
C 1.99034 1.41515 1.18558
C 3.34731 1.49752 1.45867
C 4.26863 1.55294 0.41787
C 3.81801 1.53602 -0.89384
C 2.45458 1.46871 -1.16554
C -1.05605 2.40844 0.61788
C -2.40831 2.17328 0.87958
C -3.15439 3.06795 1.63731
C -2.55170 4.20381 2.16097
C -1.20068 4.43863 1.92514
C -0.45941 3.54750 1.15862
H -0.56412 -2.97490 -1.79314
H -1.38720 -0.79463 -4.13690
H -1.27035 1.19871 -5.33472
H -1.04297 3.64822 -5.54474
H -0.36984 4.98812 -3.55676
H -0.02904 3.87731 -1.40089
H 1.28232 1.34268 2.00628
H 3.68868 1.49695 2.48815
H 5.33078 1.60479 0.63000
H 4.52909 1.57266 -1.71251
H 2.11657 1.44906 -2.19544
H -2.87472 1.27043 0.48894
H -4.20248 2.86852 1.82688
H -3.12881 4.90085 2.75717
H -0.72207 5.31933 2.33861
H 0.59498 3.74030 0.99061
O -5.04432 -5.77697 0.03085
C -4.13002 -4.99073 0.05859
C -2.65479 -5.30350 -0.08683
O -2.14621 -6.40502 0.01534
C -1.98834 -4.02678 -0.35875
C -2.89898 -2.93065 -0.15249
O -2.62009 -1.69638 -0.19700
C -4.23119 -3.48524 0.19508
O -5.20603 -2.86197 0.56290
O -0.73946 -3.91499 -0.68969
```

***

[2]
The following is a DFT calculation (the ωB97M-V functional and the def2-TZVPD basis) of a structure of composition C26H61F2GaNO7S5 in a non-equilibrium geometry.

Computed properties:
2S+1   1
Gap between HOMO and LUMO   0.2564 hartree
LUMO energy   0.068 Eh
Total charge   -1
E_HOMO   -5.14 eV
Strongest force on any atom   1.16 eV/A
DFT total energy   -155759.65950 eV

```
103
C26H61F2GaNO7S5 the ωB97M-V functional and the def2-TZVPD basis
C -4.12125 3.17212 3.73483
C -4.76884 1.81406 3.46457
C -4.07524 0.58312 4.10226
C -2.57416 0.71546 4.40989
C -1.80003 -0.59254 4.17522
C -0.38779 -0.57528 4.76949
C 0.64911 -1.53437 4.13367
C 0.52040 -1.67873 2.61595
C 1.75713 -2.24614 1.91496
C 1.65645 -2.15235 0.38423
C 0.57713 -3.04705 -0.22914
C 0.26565 -2.71005 -1.70928
C -1.18090 -2.22609 -1.97639
C -1.27058 -0.91915 -2.77941
Ga -0.54370 0.63442 -1.69477
N -1.93346 2.18491 -1.89470
C -1.42527 3.37447 -1.48230
O -0.31152 3.74508 -1.29750
F -2.44128 4.30123 -1.32252
C -3.20087 1.93617 -1.38080
O -4.25638 2.03339 -1.91399
F -3.16815 1.45169 -0.12599
H -3.15859 3.27544 3.22279
H -3.97281 3.33405 4.80872
H -4.75985 3.97821 3.35268
H -4.85537 1.66199 2.38383
H -5.79874 1.85642 3.84689
H -4.16217 -0.24982 3.40195
H -4.61448 0.30185 5.01581
H -2.13615 1.47584 3.75308
H -2.39668 1.04478 5.44292
H -2.38530 -1.43124 4.58234
H -1.75993 -0.75522 3.09786
H -0.00163 0.45488 4.73250
H -0.46294 -0.82362 5.83976
H 0.57650 -2.52295 4.60499
H 1.65342 -1.16391 4.38713
H -0.34810 -2.31267 2.40358
H 0.30896 -0.69753 2.16573
H 1.91087 -3.29987 2.19838
H 2.63771 -1.68073 2.25438
H 1.48370 -1.10487 0.10496
H 2.61300 -2.44721 -0.06663
H -0.35856 -2.98266 0.33467
H 0.92746 -4.08547 -0.13861
H 0.98438 -1.97055 -2.08119
H 0.41357 -3.62002 -2.30657
H -1.70908 -2.09147 -1.02141
H -1.71203 -3.03647 -2.50670
H -2.31660 -0.74378 -3.06640
H -0.68502 -1.02047 -3.70046
H -0.51215 0.29535 -0.13940
H 0.82878 1.15306 -2.26763
C -5.43127 3.70169 -6.08264
S -3.71883 4.25136 -6.13590
O -2.98021 3.24161 -6.94014
C -3.38566 3.94517 -4.40257
H -5.83308 3.77478 -7.09141
H -5.46010 2.66757 -5.74025
H -5.99642 4.34566 -5.40902
H -3.58607 2.90318 -4.16094
H -4.01426 4.60304 -3.80319
H -2.33829 4.16800 -4.21440
C 4.38472 -1.11629 -5.54992
S 4.24294 -0.10129 -4.07297
O 2.99830 -0.48158 -3.37352
C 3.88425 1.42457 -4.94862
H 4.56042 -2.13928 -5.22312
H 3.45174 -1.05918 -6.11081
H 5.22715 -0.76131 -6.14558
H 2.98380 1.30048 -5.54996
H 4.73667 1.68213 -5.57821
H 3.71554 2.20035 -4.20333
C 3.31392 -1.10406 7.74304
S 3.91795 -2.15100 6.41304
O 2.90115 -3.20964 6.21183
C 5.24604 -2.91214 7.35988
H 2.44865 -0.56760 7.35843
H 3.02074 -1.72867 8.58680
H 4.09088 -0.39567 8.03131
H 4.82476 -3.40526 8.23580
H 5.97062 -2.15139 7.65162
H 5.72217 -3.64585 6.71322
C 7.07524 3.11718 -4.68585
S 8.11949 2.33926 -5.92042
O 7.40261 1.12851 -6.40011
C 9.37235 1.77380 -4.76354
H 6.19219 3.50428 -5.18908
H 6.77896 2.38002 -3.93878
H 7.61666 3.94087 -4.22045
H 8.90757 1.12433 -4.02198
H 9.83864 2.63628 -4.28769
H 10.11524 1.21884 -5.33233
C -4.83516 -3.22536 -0.30796
S -5.15976 -1.95163 0.91379
O -3.95577 -1.87938 1.77513
C -6.38949 -2.88385 1.83933
H -4.04696 -2.85168 -0.95719
H -4.50310 -4.13160 0.19918
H -5.73989 -3.40936 -0.88837
H -5.94566 -3.81550 2.19091
H -7.25176 -3.07934 1.20137
H -6.68826 -2.27079 2.68733
```

***

[3]
The following is a DFT calculation (the ωB97M-V functional and the def2-TZVPD basis) of a structure of composition C18H15BrTm in a non-equilibrium geometry.

Computed properties:
2S+1   3
Gap between HOMO and LUMO (alpha / beta)   0.1323 / 0.1333 hartree
LUMO energy (alpha / beta)   0.048 / 0.049 Eh
Total charge   -1
E_HOMO (alpha / beta)   -2.30 / -2.30 eV
Strongest force on any atom   3.98 eV/A
DFT total energy   -118477.36436 eV

```
35
C18H15BrTm the ωB97M-V functional and the def2-TZVPD basis
C -1.92418 -0.82064 -1.52693
C -1.55640 -1.31577 -0.28207
C -1.65401 -0.20317 0.75775
H -1.34362 -2.36093 -0.02827
C -1.86345 1.02134 -0.13051
C -2.09518 0.61000 -1.43982
H -2.40705 1.22849 -2.27909
H -2.10221 -1.40136 -2.43261
H -2.45567 -0.38346 1.48043
H -1.86963 2.04773 0.25609
Tm 0.18633 0.06685 -0.96126
Br 1.84291 -1.38223 -2.32925
C 2.69790 0.69465 -5.34020
C 1.59775 1.49054 -5.77817
C 0.60264 0.61134 -6.30916
H 1.54042 2.57457 -5.74454
C 1.09345 -0.72531 -6.20085
C 2.38913 -0.67161 -5.60784
H 3.03669 -1.52168 -5.41373
H 3.62208 1.05971 -4.90238
H -0.34595 0.90781 -6.74727
H 0.58439 -1.62593 -6.53184
C -0.35031 -0.06037 1.52879
C 0.10177 0.02172 2.68880
C 0.16567 -0.02188 4.10676
C -0.40745 -1.10389 4.82711
C -0.52281 -1.06235 6.21654
C -0.06234 0.06321 6.91994
C 0.54050 1.12241 6.23046
C 0.71709 1.05022 4.85254
H -0.76920 -1.96472 4.27675
H -0.96958 -1.90348 6.73944
H -0.15522 0.12088 8.00038
H 0.88545 2.00088 6.76822
H 1.25011 1.83641 4.33579
```

***

[4]
The following is a DFT calculation (the ωB97M-V functional and the def2-TZVPD basis) of a structure of composition C46H44As2FN2S2V in a non-equilibrium geometry.

Computed properties:
Relative energy (zero: lowest compared OMol25 entry of this formula, charge and spin)   2.7 kcal per mole
2S+1   2
Gap between HOMO and LUMO (alpha / beta)   0.2595 / 0.2492 hartree
LUMO energy (alpha / beta)   -0.118 / -0.119 Eh
Total charge   +1
E_HOMO (alpha / beta)   -10.28 / -10.02 eV
Strongest force on any atom   1.20 eV/A
DFT total energy   -223143.53145 eV

```
98
C46H44As2FN2S2V the ωB97M-V functional and the def2-TZVPD basis
V 0.31181 -0.11889 0.35183
S 3.99945 3.57614 5.30297
C 5.51135 2.87542 5.65895
C 5.71441 1.72698 4.95819
C 4.61626 1.41336 4.11566
C 3.60251 2.32845 4.19093
C 2.32121 2.33064 3.46955
C 2.04905 1.32817 2.52546
N 0.92860 1.24064 1.83352
C -0.03598 2.17170 2.06263
C 0.14039 3.22433 2.95976
C -0.92252 4.18025 3.13975
C -2.09067 4.05032 2.48305
C -2.31754 2.94676 1.58550
C -3.53623 2.73155 0.92727
C -3.70007 1.63048 0.11479
C -2.58871 0.78462 -0.05148
N -1.43428 0.96555 0.55172
C -1.29001 2.02788 1.37748
C -4.96803 1.31301 -0.55442
C -6.15801 1.97918 -0.46088
C -7.19012 1.38219 -1.22803
C -6.76357 0.26844 -1.88594
S -5.11952 -0.05527 -1.58512
C 1.34897 3.28808 3.66193
H 6.17077 3.34829 6.36835
H 6.60785 1.12670 5.04046
H 4.59024 0.53178 3.49061
H 2.78667 0.56030 2.33477
H -0.76380 5.00286 3.82516
H -2.88858 4.76654 2.63216
H -4.35003 3.42895 1.08261
H -2.64065 -0.07248 -0.71400
H -6.30522 2.86480 0.14107
H -8.19996 1.75975 -1.28364
H -7.33101 -0.37951 -2.53423
H 1.50217 4.09643 4.36826
C 0.62421 -3.87042 0.76727
As 0.15125 -2.44197 -0.46848
C -1.48143 -3.21866 -1.16502
C 1.52935 -2.76314 -1.81080
C 1.38918 -3.60387 -2.90792
C 2.42669 -3.73810 -3.82161
C 3.61287 -3.04173 -3.63535
C 3.76662 -2.21601 -2.53013
C 2.72381 -2.06721 -1.62343
As 2.89244 -0.96775 -0.02447
C 4.01020 0.49660 -0.64813
C 4.23507 -1.98889 0.95236
H 0.79362 -4.78132 0.19482
H -0.18148 -4.01445 1.48473
H 1.52995 -3.60907 1.31219
H -1.27156 -4.15444 -1.68065
H -1.99010 -2.53156 -1.83484
H -2.11070 -3.42832 -0.30067
H 0.46881 -4.15257 -3.06718
H 2.30879 -4.38596 -4.68033
H 4.41864 -3.14188 -4.35051
H 4.70019 -1.68326 -2.39085
H 3.54290 0.97076 -1.50844
H 4.99616 0.12786 -0.92651
H 4.11963 1.22893 0.15175
H 4.95161 -2.37687 0.23018
H 3.77644 -2.81535 1.49031
H 4.75129 -1.34159 1.66068
C -0.62215 2.65563 -2.27487
C -0.12996 1.23630 -2.62483
C 1.11601 1.36728 -3.52872
C 0.28238 0.59207 -1.33407
C -1.16381 0.42014 -3.38729
C -2.27332 0.99482 -4.00107
C -3.12661 0.23126 -4.79010
C -2.89097 -1.12127 -4.97518
C -1.78404 -1.70552 -4.37109
C -0.93166 -0.93907 -3.59258
H 0.07437 3.12367 -1.57737
H -1.61163 2.64760 -1.81148
H -0.66716 3.28567 -3.16635
H 1.84835 2.03714 -3.07109
H 0.83473 1.77820 -4.49981
H 1.58526 0.39527 -3.69095
H 1.21662 1.10314 -0.94244
H -2.48164 2.04923 -3.88329
H -3.98026 0.70246 -5.26077
H -3.55478 -1.71364 -5.59134
H -1.57600 -2.75851 -4.51969
H -0.04596 -1.39231 -3.15650
F -1.95783 -3.15566 5.37720
C -1.50366 -2.52975 4.27342
C -0.16545 -2.20747 4.18332
C 0.27830 -1.55734 3.03802
C -0.56027 -1.20569 1.96637
C -1.90275 -1.56947 2.13308
C -2.38695 -2.22693 3.25975
H 0.50382 -2.46358 4.99442
H 1.34345 -1.33554 2.98863
H -2.62812 -1.35344 1.35243
H -3.42995 -2.49884 3.35867
```

***

[5]
The following is a DFT calculation (the ωB97M-V functional and the def2-TZVPD basis) of a cluster of 2 separate species, C2H7S in total in a non-equilibrium geometry.

Computed properties:
Relative energy (zero: lowest compared OMol25 entry of this formula, charge and spin)   15.4 kcal per mole
2S+1   1
Gap between HOMO and LUMO   0.2261 hartree
LUMO energy   0.140 Eh
Total charge   -1
E_HOMO   -2.35 eV
Strongest force on any atom   2.76 eV/A
DFT total energy   -13022.95019 eV

```
10
C2H7S the ωB97M-V functional and the def2-TZVPD basis
S -1.79945 0.98977 -1.58016
H -2.57535 0.65428 -2.62040
C 2.05781 -0.20407 1.59199
C 1.44446 -1.58700 1.57258
H 1.26716 0.38591 1.01787
H 3.01199 -0.23612 0.95062
H 2.32700 0.08461 2.58779
H 0.43342 -1.60402 1.32724
H 1.80767 -2.08446 0.62869
H 1.50564 -2.29013 2.40337
```

***

[6]
The following is a DFT calculation (the ωB97M-V functional and the def2-TZVPD basis) of the ion C8H6NO3 with charge -1 in a non-equilibrium geometry.

Computed properties:
Relative energy (zero: lowest compared OMol25 entry of this formula, charge and spin)   69.1 kcal per mole
2S+1   1
Gap between HOMO and LUMO   0.2268 hartree
LUMO energy   0.130 Eh
Total charge   -1
E_HOMO   -2.63 eV
Strongest force on any atom   4.70 eV/A
DFT total energy   -16022.99472 eV

```
18
C8H6NO3 the ωB97M-V functional and the def2-TZVPD basis
C 1.70068 1.16588 -0.24015
C 1.80210 0.89836 -1.58512
C -0.09590 -0.43736 -1.38933
C -1.27581 0.04987 -1.27899
C 0.96640 0.49642 0.63469
C 0.89467 0.23759 -2.38379
C -0.44194 -0.45446 2.46586
C -1.61476 -1.03998 1.65667
N 0.32728 0.27763 1.64257
O -2.18453 0.81282 -1.32891
O 0.85961 0.14763 -3.61217
O -0.29232 -0.50070 3.69755
H 2.49053 1.80299 0.22351
H 2.68268 1.28720 -2.20016
H 0.20833 -1.26106 -0.62486
H -1.67710 -2.05689 1.52058
H -2.55163 -0.84514 2.15948
H -1.79830 -0.58081 0.64257
```

***

[7]
The following is a DFT calculation (the ωB97M-V functional and the def2-TZVPD basis) of a cluster of 2 separate species, C2H8N4 in total in a non-equilibrium geometry.

Computed properties:
Relative energy (zero: lowest compared OMol25 entry of this formula, charge and spin)   27.8 kcal per mole
Structure (SMILES)   [H]/N=C/N.[H]/N=C/N
2S+1   1
Gap between HOMO and LUMO   0.3496 hartree
LUMO energy   0.026 Eh
E_HOMO   -8.82 eV
Strongest force on any atom   2.42 eV/A
DFT total energy   -8163.04682 eV

```
14
C2H8N4 the ωB97M-V functional and the def2-TZVPD basis
N 1.05624 -0.18416 2.64528
C 1.29327 0.82613 1.76431
N 0.78469 1.10680 0.61748
H 1.70754 -0.31379 3.39787
H 0.66842 -1.06000 2.34713
H 2.17403 1.44695 2.02821
H 1.32598 1.93501 0.30292
N -1.37170 -0.20291 -0.81758
C -1.44262 -0.85760 -2.06031
N -1.07019 -0.28957 -3.14928
H -0.78901 -0.49449 -0.05564
H -1.27420 0.79877 -0.82891
H -1.93840 -1.78933 -2.24684
H -1.12404 -0.92183 -3.94464
```

***

The lowest DFT total energy belongs to which entry? C46H44As2FN2S2V